12
Properties=species:S:1:pos:R:3:lowdin_charge:R:1 method="wB97M-V/def2-TZVPD" gap_ev=5.691 mol_weight_g_mol=117.1 fmax_ev_per_a=1.15 e_homo_ev=-1.91 charge=-1
S 0.1481 1.7893 0.1862 0.52
O 3.6488 0.4588 -0.2592 0.15
O 2.9177 -1.6763 0.1755 0.14
C 3.1712 -0.5720 -0.0626 -0.52
C -2.0793 -0.0263 0.1640 -0.16
C 0.4497 0.1473 -0.6372 -0.50
C -0.5824 0.1279 0.4148 -0.80
H -2.5850 -0.4767 1.0198 0.05
H -2.5352 0.9462 -0.0308 0.04
H -0.2730 -0.2635 1.3837 0.06
H -2.2515 -0.6574 -0.7127 0.05
H -0.0291 0.2027 -1.6415 -0.02


15
Properties=species:S:1:pos:R:3:lowdin_charge:R:1 method="wB97M-V/def2-TZVPD" gap_ev=10.128 mol_weight_g_mol=87.1 fmax_ev_per_a=1.79 e_homo_ev=-9.26 charge=0
O -0.7282 -1.7084 -0.2627 -0.07
N -0.9017 1.4606 -0.3555 0.03
C 0.3293 0.7223 -0.4014 -0.27
C 0.3352 -1.1698 0.0166 -0.49
C -0.6582 0.7559 -1.5827 -0.10
C 0.4924 -0.1688 1.0446 -0.07
H 1.2921 -1.3867 -0.4907 0.14
H -0.3630 0.0838 1.6749 0.11
H 1.4580 -0.0294 1.5609 0.12
H 1.2810 1.1693 -0.6586 0.13
H -0.7112 2.4487 -0.3981 0.10
H -1.3162 -0.0854 -1.8018 0.10
H -0.5974 -2.2262 1.4932 0.08
H -0.1796 -2.0466 2.0928 0.08
H -0.3690 1.3528 -2.4602 0.11